(1)
This record from OMol25 describes a 2-piece molecular cluster, C3H6F4NP overall at a distorted geometry. The level of theory is wB97M-V/def2-TZVPD.

```
15
Properties=species:S:1:pos:R:3:lowdin_charge:R:1
C -1.611 0.660 0.759 -0.12
C -1.077 -0.739 -1.156 -0.05
C 2.581 0.685 0.237 -0.53
N -0.804 -0.494 0.327 -0.49
F 3.846 0.468 0.654 0.02
F 2.662 0.831 -1.085 0.04
F 2.264 1.935 0.745 -0.02
F 0.576 -2.436 -0.027 -0.34
P 0.449 -1.267 1.068 1.02
H -1.452 0.759 1.793 0.04
H -1.335 1.710 0.317 0.13
H -2.643 0.281 0.596 0.10
H -0.772 0.146 -1.682 0.09
H -0.578 -1.616 -1.452 0.05
H -2.103 -0.924 -1.093 0.06
```

Computed properties:
Relative energy (zero: lowest compared OMol25 entry of this formula, charge and spin): 166.4 kJ/mol
Total charge: 0
Multiplicity: 1
Molar mass: 163.05 g mol⁻¹
HOMO level (spin up / spin down): -7.682 / -8.354 eV
E_tot: -913.4033 hartree

(2)
This record from OMol25 describes C3H6F9NaO12S3 as an isolated structure at a distorted geometry. The level of theory is wB97M-V/def2-TZVPD.

```
34
Properties=species:S:1:pos:R:3:lowdin_charge:R:1
Na -4.655 17.507 1.272 0.36
C -8.083 20.483 2.305 -0.53
F -7.613 21.649 1.770 0.09
F -9.193 20.629 3.098 0.10
F -8.372 19.752 1.192 0.07
S -6.551 19.583 3.155 0.57
O -7.063 18.209 3.596 -0.39
O -5.586 19.555 2.057 -0.34
O -6.082 20.422 4.242 -0.33
C -0.989 17.628 1.380 -0.68
F -0.803 17.188 0.147 0.20
F -2.050 18.312 1.643 0.23
F -0.961 16.661 2.235 0.21
S 0.434 18.833 1.651 0.60
O 1.622 17.985 1.686 -0.22
O 0.562 19.647 0.447 -0.23
O 0.009 19.505 2.872 -0.21
C -4.786 17.589 -3.055 -0.62
F -6.007 18.179 -3.158 0.08
F -5.019 16.459 -2.347 0.10
F -4.473 17.560 -4.334 0.13
S -3.443 18.632 -2.154 0.55
O -2.227 17.802 -2.316 -0.34
O -3.499 19.926 -2.858 -0.32
O -3.840 18.710 -0.736 -0.33
O -4.953 16.396 3.281 -0.04
H -4.297 15.980 3.840 0.05
H -5.477 16.927 3.881 0.02
O -6.881 17.609 0.110 -0.02
H -7.700 17.235 0.435 0.05
H -7.151 18.210 -0.585 0.05
O -3.324 15.684 0.696 -0.01
H -3.155 15.073 1.414 0.06
H -2.706 15.427 0.012 0.07
```

Computed properties:
Total charge: -1
Multiplicity: 2
Molar mass: 524.24 g mol⁻¹
HOMO level (spin up / spin down): -7.115 / -6.727 eV
E_tot: -3276.5244 hartree

(3)
This record from OMol25 describes a 2-piece molecular cluster, C3H6FI overall at a distorted geometry. The level of theory is wB97M-V/def2-TZVPD.

```
11
Properties=species:S:1:pos:R:3:lowdin_charge:R:1
C -1.285 -0.027 0.494 -0.13
C 0.949 0.740 -0.600 -0.19
C 0.232 0.061 0.443 -0.77
F 0.214 -1.872 -0.938 -0.56
I 1.314 -0.910 1.847 1.06
H -1.582 -1.145 0.314 0.13
H -1.567 0.162 1.553 0.08
H -1.768 0.493 -0.271 0.06
H 1.930 0.244 -0.895 0.11
H 1.283 1.763 -0.498 0.10
H 0.281 0.490 -1.448 0.10
```

Computed properties:
Relative energy (zero: lowest compared OMol25 entry of this formula, charge and spin): 302.2 kJ/mol
Total charge: 0
Multiplicity: 1
Molar mass: 187.98 g mol⁻¹
HOMO level (spin up / spin down): -9.391 / -9.390 eV
E_tot: -515.3357 hartree

(4)
This record from OMol25 describes an isolated molecule of C3H6FN at a distorted geometry. The level of theory is wB97M-V/def2-TZVPD.

```
11
Properties=species:S:1:pos:R:3:lowdin_charge:R:1
C -0.647 -0.332 -0.491 -0.36
C -0.711 0.300 0.850 -0.16
C 0.802 -0.007 -0.737 -0.16
H -0.816 -1.470 -0.379 0.16
H -1.226 1.347 1.248 0.15
H -1.223 -0.455 1.551 0.11
H 1.417 0.168 1.447 0.12
H 1.735 -0.742 -0.966 0.14
H 1.202 0.650 -1.499 0.08
N 0.839 0.686 0.675 -0.04
F -1.372 -0.147 -1.699 -0.06
```

Computed properties:
Relative energy (zero: lowest compared OMol25 entry of this formula, charge and spin): 235.2 kJ/mol
Total charge: 0
Multiplicity: 1
Molar mass: 75.09 g mol⁻¹
HOMO level: -9.302 eV
E_tot: -272.4015 hartree

(5)
This record from OMol25 describes a 2-piece molecular cluster, C3H6FN overall at a distorted geometry. The level of theory is wB97M-V/def2-TZVPD.

```
11
Properties=species:S:1:pos:R:3:lowdin_charge:R:1
C -0.844 0.611 -0.899 -0.29
C 1.118 -0.223 0.984 -0.16
C 0.124 -1.055 0.326 -0.03
N -1.980 1.046 -0.868 0.13
F 0.255 1.093 -1.545 -0.01
H 1.671 0.086 0.201 0.03
H 1.856 -0.897 1.468 0.11
H 0.584 0.499 1.460 0.05
H 0.293 -1.677 -0.503 0.04
H -0.885 -1.326 0.780 0.09
H -2.192 1.842 -1.404 0.04
```

Computed properties:
Relative energy (zero: lowest compared OMol25 entry of this formula, charge and spin): 259.7 kJ/mol
Total charge: 0
Multiplicity: 1
Molar mass: 75.09 g mol⁻¹
HOMO level: -8.976 eV
E_tot: -272.3922 hartree

(6)
This record from OMol25 describes a 2-piece molecular cluster, C3H6FN2 overall at a distorted geometry. The level of theory is wB97M-V/def2-TZVPD.

```
12
Properties=species:S:1:pos:R:3:lowdin_charge:R:1
C -0.379 1.404 0.283 -0.01
C 0.538 -0.705 0.019 -0.08
C 1.550 0.318 -0.396 0.07
N -0.622 0.130 0.316 0.01
N 1.000 1.467 -0.109 0.10
F -3.220 -0.231 -0.154 -0.07
H 0.126 -1.477 -0.539 0.12
H 1.150 -1.055 0.951 0.20
H -3.727 0.562 -0.378 0.17
H 2.629 0.277 -0.770 0.19
H -1.628 -0.262 0.205 0.14
H 1.484 2.322 -0.032 0.15
```

Computed properties:
Relative energy (zero: lowest compared OMol25 entry of this formula, charge and spin): 214.5 kJ/mol
Total charge: +1
Multiplicity: 1
Molar mass: 89.09 g mol⁻¹
HOMO level: -14.106 eV
E_tot: -326.9394 hartree

(7)
This record from OMol25 describes an isolated ion of composition C3H6FN2S and charge +1 at a distorted geometry. The level of theory is wB97M-V/def2-TZVPD.

```
13
Properties=species:S:1:pos:R:3:lowdin_charge:R:1
C 1.891 -0.353 -0.005 -0.66
C 1.879 1.192 -0.047 -0.40
C 0.516 -0.932 0.312 -0.23
N 0.804 1.829 0.014 0.22
N -0.607 -0.222 -0.346 0.09
F 3.055 1.728 0.020 0.16
S 3.243 -1.217 -0.064 0.94
H 0.430 -0.977 1.427 0.15
H 0.325 -2.006 0.045 0.15
H 0.654 2.814 0.103 0.14
H -0.229 0.906 -0.113 0.11
H -1.322 -0.474 0.350 0.16
H -0.644 -0.700 -1.255 0.17
```

Computed properties:
Relative energy (zero: lowest compared OMol25 entry of this formula, charge and spin): 0.0 kJ/mol
Total charge: +1
Multiplicity: 1
Molar mass: 121.16 g mol⁻¹
HOMO level: -13.656 eV
E_tot: -725.1685 hartree

(8)
This record from OMol25 describes an isolated molecule of C3H6FNO at a distorted geometry. The level of theory is wB97M-V/def2-TZVPD.

```
12
Properties=species:S:1:pos:R:3:lowdin_charge:R:1
C -0.593 -1.330 1.172 -0.06
C 0.404 -0.045 -0.677 -0.50
C 0.662 1.391 -1.128 -0.11
H -1.550 -1.082 1.658 0.08
H 0.056 -1.518 2.045 0.09
H -0.732 -2.261 0.568 0.10
H -0.705 0.723 0.813 0.12
H 1.713 1.488 -1.267 0.12
H 0.139 1.479 -2.065 0.13
N -0.318 -0.109 0.425 0.02
O 0.713 -1.045 -1.328 0.04
F 0.212 2.308 -0.216 -0.03
```

Computed properties:
Relative energy (zero: lowest compared OMol25 entry of this formula, charge and spin): 49.4 kJ/mol
Total charge: 0
Multiplicity: 1
Molar mass: 91.08 g mol⁻¹
HOMO level: -9.892 eV
E_tot: -347.7692 hartree

(9)
This record from OMol25 describes an isolated molecule of C3H6FNO at a distorted geometry. The level of theory is wB97M-V/def2-TZVPD.

```
12
Properties=species:S:1:pos:R:3:lowdin_charge:R:1
C -2.370 0.056 0.102 -0.38
C 1.289 -0.238 -0.162 -0.02
C 0.081 0.549 0.240 -0.43
N -1.097 -0.058 -0.405 0.04
O -2.737 0.925 0.828 0.05
F 0.148 1.845 -0.156 0.02
H -3.152 -0.730 -0.255 0.15
H 1.034 -0.968 -0.890 0.05
H 2.108 0.413 -0.461 0.08
H 1.656 -0.874 0.757 0.13
H -0.278 0.564 1.284 0.15
H -0.825 -0.449 -1.379 0.17
```

Computed properties:
Relative energy (zero: lowest compared OMol25 entry of this formula, charge and spin): 89.7 kJ/mol
Total charge: 0
Multiplicity: 1
Molar mass: 91.08 g mol⁻¹
HOMO level: -10.166 eV
E_tot: -347.7539 hartree

(10)
This record from OMol25 describes an isolated molecule of C3H6FNO2 at a distorted geometry. The level of theory is wB97M-V/def2-TZVPD.

```
13
Properties=species:S:1:pos:R:3:lowdin_charge:R:1
C 1.980 0.124 0.001 -0.04
C -1.238 -0.709 -0.111 -0.33
C -1.585 0.734 0.445 -0.04
H 2.672 -0.664 -0.010 0.05
H 2.608 1.018 -0.362 0.12
H 1.816 0.245 1.062 0.08
H 0.235 -1.887 -0.904 0.19
H -0.809 1.247 1.073 0.11
H -2.626 0.896 0.898 0.14
N 0.070 -1.068 -0.256 -0.01
O 0.724 -0.057 -0.720 -0.18
O -2.341 -1.364 -0.305 0.00
F -1.508 1.486 -0.812 -0.11
```

Computed properties:
Relative energy (zero: lowest compared OMol25 entry of this formula, charge and spin): 392.3 kJ/mol
Total charge: 0
Multiplicity: 1
Molar mass: 107.08 g mol⁻¹
HOMO level: -10.016 eV
E_tot: -422.8828 hartree

(11)
This record from OMol25 describes an isolated molecule of C3H6FNS at a distorted geometry. The level of theory is wB97M-V/def2-TZVPD.

```
12
Properties=species:S:1:pos:R:3:lowdin_charge:R:1
C 1.885 0.282 0.198 -0.09
C -0.573 0.421 -0.139 -0.83
C -1.849 -0.420 -0.127 -0.20
H 2.236 0.675 -0.747 0.08
H 1.858 1.116 0.933 0.09
H 2.586 -0.466 0.495 0.08
H 0.328 -1.245 0.096 0.12
H -2.364 -0.362 -1.072 0.11
H -2.485 -0.011 0.668 0.12
N 0.562 -0.270 0.068 -0.06
F -1.541 -1.757 0.044 -0.06
S -0.644 2.038 -0.417 0.64
```

Computed properties:
Relative energy (zero: lowest compared OMol25 entry of this formula, charge and spin): 37.0 kJ/mol
Total charge: 0
Multiplicity: 1
Molar mass: 107.15 g mol⁻¹
HOMO level: -8.508 eV
E_tot: -670.7100 hartree

(12)
This record from OMol25 describes C3H6GaO3 as an isolated structure at a distorted geometry. The level of theory is wB97M-V/def2-TZVPD.

```
13
Properties=species:S:1:pos:R:3:lowdin_charge:R:1
O 1.968 2.838 -0.043 -0.23
C 0.623 2.750 -0.032 -0.29
C 0.002 1.548 -0.115 -0.28
O 0.722 0.405 -0.150 -0.27
C -0.652 -1.926 0.181 -0.16
Ga 2.451 1.062 -0.199 0.83
H 0.036 3.678 0.032 0.12
H -1.094 1.475 -0.130 0.12
H 0.418 -2.128 0.013 0.07
H -0.803 -1.350 1.103 0.08
H -1.089 -1.424 -0.696 0.08
O -1.348 -3.184 0.405 -0.14
H -1.235 -3.744 -0.368 0.06
```

Computed properties:
Total charge: 0
Multiplicity: 2
Molar mass: 159.80 g mol⁻¹
HOMO level (spin up / spin down): -8.174 / -8.073 eV
E_tot: -2268.3374 hartree

- Which formula does entry 7 have?
  C3H6FN2S

- The highest molar mass belongs to which entry?
  C3H6F9NaO12S3

- Which of these has the lowest E_tot?
  C3H6F9NaO12S3